Here is a structure of composition C30H26AsBBr2F7N4O4Ti from the Open Molecules 2025 dataset. Energies are from the ωB97M-V functional and the def2-TZVPD basis.

For the orbital gap, the calculation gives 7.931 eV. For the largest force on an atom, the calculation gives 0.83 eV Å⁻¹. The value obtained for the total energy is -10636.420844 hartree. For the highest occupied orbital energy, the calculation gives -6.4 eV. The energy above the lowest of the compared OMol25 structures with the same formula, charge and spin is 0.8264 eV. Its total charge is -1.

Last column: Mulliken charge in e.
CARTESIAN COORDINATES (ANGSTROEM)
Br: 2.10889 0.03446 4.56697  -0.1262
Br: 7.20637 2.78218 -1.51389  -0.2306
As: -1.91124 1.49510 1.59468  0.8259
Ti: -0.28716 -0.39515 0.50447  -0.3086
F: -0.50529 0.81367 -3.34801  -0.3087
F: 0.80522 -0.18626 -1.71235  -0.2359
F: 1.27026 1.95647 -2.44384  -0.3470
F: -0.61970 -3.78454 -7.39736  -0.2547
F: -0.56823 1.49048 -1.12932  0.2395
F: -2.77778 -3.71009 -7.58297  -0.2855
F: -1.82478 -5.40053 -6.60885  -0.2678
O: 2.13160 -3.38296 -0.67231  -0.7234
O: 1.11517 0.76527 0.77866  0.9642
O: 0.51853 -2.06778 0.13444  -0.3886
O: 0.88536 2.96266 1.12915  -0.6230
N: -0.96187 -1.21250 2.20448  0.3376
N: 1.88589 -3.98504 4.33595  -0.6102
N: 2.13523 -1.39719 2.21675  0.5642
N: -0.29245 -3.02535 3.66882  -0.8803
C: 4.03964 -2.25264 1.06569  -0.4918
C: 2.67743 -2.04703 1.19246  0.1152
C: -4.29221 -0.22767 1.52397  -1.2486
C: 3.50280 3.44442 0.20541  -0.6322
C: 4.31273 -1.02685 3.10325  -0.5177
C: -1.96208 -2.05856 -2.97919  0.6511
C: 5.44705 2.54076 -0.83989  0.0943
C: -2.30916 2.95681 4.15829  -1.3558
C: 4.86708 -1.72325 2.04347  -0.5571
C: -1.06750 -3.79987 -4.37758  -0.9880
C: 4.86184 1.28896 -0.91324  -1.0697
C: 0.88753 -3.51420 3.99022  0.5905
C: -1.85875 -3.35066 -5.42844  0.4361
C: -1.77505 -4.05625 -6.75005  0.8616
C: -3.46108 0.66284 2.43891  -0.8405
C: 2.90503 2.19184 0.15668  0.0753
C: -1.32580 2.69632 3.02407  -0.6330
C: 4.78239 3.62711 -0.29230  -0.5686
C: -3.89806 3.52849 0.83485  -1.2908
C: -1.99409 -1.40373 -1.70501  0.3833
C: -2.68292 -2.24754 -5.26683  -0.7492
C: 2.93124 -0.90830 3.13068  -0.4211
C: 1.74150 -2.56127 0.12109  0.4984
C: -2.73009 -1.59864 -4.04449  -0.5105
C: -2.74089 2.69157 0.30952  -0.5525
C: 1.53435 2.03230 0.72128  -0.3793
C: -0.58466 -2.09964 2.88759  0.9326
C: -1.11983 -3.15970 -3.15332  -0.4190
C: -1.92278 -0.83895 -0.62962  -0.5326
C: 3.58101 1.12088 -0.41018  0.2785
B: 0.25853 1.03955 -2.22187  -0.4060
H: -5.18967 -0.56813 2.04658  0.4137
H: -3.35214 -0.72510 -3.90829  0.4954
H: 3.09163 0.16119 -0.48675  0.5478
H: 4.92024 -0.59319 3.88353  0.4578
H: -1.86229 3.65236 4.87313  0.4098
H: -0.41450 -4.65217 -4.51483  0.3934
H: -4.31267 4.14198 0.03120  0.4106
H: 4.41624 -2.80560 0.21767  0.5461
H: -3.06805 0.09113 3.28054  0.4960
H: -0.49921 -3.48563 -2.32834  0.5145
H: -3.03379 2.06509 -0.53312  0.4630
H: -2.55945 2.04681 4.70457  0.3050
H: 5.94078 -1.84600 1.98100  0.4318
H: -3.58231 4.20674 1.63002  0.2578
H: 2.95172 4.26815 0.63860  0.4709
H: -4.61145 0.29930 0.62209  0.2550
H: -4.07312 1.46548 2.84990  0.5980
H: -1.03693 3.61362 2.51486  0.5307
H: -3.24540 3.39852 3.81493  0.2667
H: -0.39853 2.27129 3.40810  0.3105
H: -4.71054 2.91338 1.22459  0.2851
H: 5.39098 0.46146 -1.36494  0.4859
H: -3.73167 -1.10057 1.19763  0.2227
H: -3.28364 -1.89355 -6.09304  0.4176
H: 5.25961 4.59635 -0.25674  0.4316
H: -1.92505 3.31709 -0.05376  0.4887